Entry 1:
C32H38F3N3P2S2W | wB97M-V/def2-TZVPD

Summary:
HOMO (alpha / beta) = -12.680 / -13.141 eV
Maximum force = 0.6 eV Å⁻¹
HOMO-LUMO gap (alpha / beta) = 6.96 / 6.69 eV
Energy = -3251.83652 Eh

The geometry in ORCA input format:
```
! wB97M-V def2-TZVPD RIJCOSX def2/J DEFGRID3
* xyz 2 3
W 0.38718 0.14013 -0.55383
C 0.20334 0.01263 2.71598
N 0.87913 0.80019 1.64293
C 2.34893 0.56471 1.80272
C 3.12603 1.10210 0.63833
N 2.75565 0.39311 -0.61990
C 3.52496 -0.87895 -0.69276
C 3.18893 1.17256 -1.79258
C 4.36577 1.90060 -1.79772
C 4.75982 2.55291 -2.95889
C 3.99141 2.46204 -4.10951
C 2.81689 1.72513 -4.10520
C 2.41705 1.08615 -2.94082
S 0.92940 0.14873 -2.88428
C 0.60243 2.24007 1.86724
C 0.56045 2.75310 3.15932
C 0.32234 4.10109 3.36880
C 0.13403 4.94672 2.28308
C 0.19668 4.44251 0.99600
C 0.43540 3.08663 0.77617
S 0.59274 2.49768 -0.88145
H 0.82380 -0.02248 3.61200
H 0.02578 -1.00473 2.38626
H -0.74652 0.47297 2.96755
H 2.49969 -0.50914 1.91670
H 2.68659 1.04583 2.72386
H 4.19195 0.97709 0.84167
H 2.92723 2.16284 0.50272
H 3.33198 -1.48625 0.18770
H 4.59340 -0.66363 -0.73967
H 3.23577 -1.41500 -1.59203
H 4.98769 1.97626 -0.91554
H 5.67335 3.13129 -2.95993
H 4.30189 2.97187 -5.01110
H 2.20264 1.65884 -4.99344
H 0.70993 2.11204 4.01850
H 0.28519 4.48769 4.37768
H -0.05555 5.99979 2.43984
H 0.06836 5.09745 0.14359
C -2.77437 -0.50019 -2.50283
P -1.29425 -1.35441 -1.88892
C -0.85436 -2.31296 -3.36916
C -1.86605 -2.61849 -0.71857
C -3.16778 -3.10388 -0.71991
C -3.55900 -4.05323 0.21456
C -2.64633 -4.52657 1.14311
C -1.33759 -4.06031 1.13743
C -0.93841 -3.10172 0.20903
P 0.74952 -2.41001 0.14520
C 1.63155 -3.45394 -1.08324
C 1.53067 -3.06446 1.66535
H -3.33644 -1.17969 -3.14410
H -2.45424 0.35063 -3.10537
H -3.42314 -0.15567 -1.70015
H -1.69757 -2.97244 -3.58137
H 0.03823 -2.91585 -3.23738
H -0.70700 -1.63820 -4.21033
H -3.89064 -2.73806 -1.43867
H -4.57662 -4.42028 0.21645
H -2.94845 -5.26583 1.87286
H -0.64269 -4.45341 1.86677
H 1.10611 -4.40157 -1.19838
H 2.63439 -3.65971 -0.70903
H 1.72532 -2.95592 -2.04591
H 1.54787 -4.15248 1.59112
H 1.01554 -2.78331 2.57967
H 2.56522 -2.72959 1.72847
F -6.13025 0.57585 2.35588
C -5.54045 1.63331 1.79621
F -6.34137 2.11430 0.84249
F -5.39327 2.57172 2.73260
C -4.19122 1.26266 1.21146
C -3.57505 2.11276 0.31108
C -2.33177 1.78123 -0.18372
N -1.67522 0.65894 0.16883
C -2.30758 -0.17149 1.02477
C -3.54869 0.09123 1.56907
H -4.05109 3.02869 -0.01091
H -1.82541 2.42640 -0.88622
H -1.80012 -1.08550 1.27607
H -3.99974 -0.61118 2.25566
*
```

Now the Löwdin charges, all in e:
1. W 0.94
2. C -0.07
3. N -0.24
4. C -0.15
5. C -0.17
6. N -0.27
7. C -0.05
8. C -0.35
9. C -0.01
10. C -0.04
11. C -0.05
12. C -0.07
13. C -0.60
14. S 0.65
15. C -0.28
16. C -0.02
17. C -0.05
18. C -0.05
19. C -0.08
20. C -0.55
21. S 0.74
22. H 0.11
23. H 0.04
24. H 0.10
25. H 0.10
26. H 0.15
27. H 0.14
28. H 0.12
29. H 0.05
30. H 0.12
31. H 0.08
32. H 0.12
33. H 0.12
34. H 0.12
35. H 0.12
36. H 0.12
37. H 0.12
38. H 0.12
39. H 0.11
40. C -0.21
41. P 0.76
42. C -0.25
43. C -0.40
44. C -0.06
45. C -0.03
46. C -0.03
47. C -0.06
48. C -0.41
49. P 0.84
50. C -0.23
51. C -0.24
52. H 0.07
53. H 0.07
54. H 0.05
55. H 0.07
56. H 0.03
57. H 0.04
58. H 0.11
59. H 0.12
60. H 0.12
61. H 0.10
62. H 0.07
63. H 0.06
64. H 0.02
65. H 0.07
66. H 0.05
67. H 0.04
68. F 0.17
69. C -0.60
70. F 0.17
71. F 0.18
72. C -0.06
73. C 0.06
74. C -0.13
75. N -0.11
76. C -0.14
77. C 0.06
78. H 0.15
79. H 0.07
80. H 0.08
81. H 0.14

Entry 2:
C32H38FN6O3Ru | wB97M-V/def2-TZVPD

Summary:
HOMO (alpha / beta) = -11.468 / -11.557 eV
Relative energy (zero: lowest compared OMol25 entry of this formula, charge and spin) = 58.0 kJ/mol
Maximum force = 3.2 eV Å⁻¹
HOMO-LUMO gap (alpha / beta) = 6.42 / 6.21 eV
Energy = -1990.69567 Eh

The geometry in ORCA input format:
```
! wB97M-V def2-TZVPD RIJCOSX def2/J DEFGRID3
* xyz 2 2
Ru 2.01826 -2.05725 1.22887
C 4.03552 -3.53859 2.93536
N 3.89299 -3.05109 1.54830
C 3.96097 -4.22424 0.64126
C 4.82984 -1.98150 1.23451
C 6.01781 -2.17554 0.56645
C 6.89123 -1.10187 0.42707
C 6.56542 0.12563 0.98848
C 5.34606 0.32712 1.62205
C 4.42693 -0.71832 1.68341
N 3.11147 -0.72914 2.14086
C 2.32918 0.31575 2.63849
C 2.55035 1.68966 2.64387
C 1.55270 2.54232 3.10464
C 0.34112 2.05097 3.57172
C 0.12118 0.67565 3.59374
C 1.11335 -0.15985 3.14063
N 1.02982 -1.61570 3.14016
C 1.58811 -2.14206 4.40108
C -0.34843 -2.13511 2.97167
H 4.92828 -4.16462 3.01599
H 3.16544 -4.13399 3.19475
H 4.13719 -2.69507 3.60685
H 4.85537 -4.81517 0.85291
H 3.96518 -3.88661 -0.38771
H 3.08407 -4.84523 0.80880
H 6.28674 -3.14921 0.18164
H 7.83378 -1.23765 -0.08371
H 7.26520 0.94777 0.92540
H 5.12970 1.28939 2.05261
H 3.46055 2.11300 2.25674
H 1.73183 3.60906 3.09195
H -0.42393 2.72580 3.93033
H -0.81016 0.27721 3.97505
H 0.93124 -1.85698 5.22633
H 2.56964 -1.71362 4.57043
H 1.65130 -3.22502 4.35461
H -0.94040 -1.99039 3.87944
H -0.29872 -3.20162 2.76060
H -0.82418 -1.62419 2.13937
C -2.31830 -1.13424 -5.02253
C -1.23321 -0.15972 -4.59190
N -0.88214 -0.29607 -3.16841
C 0.08803 -1.18006 -2.83161
C 0.56290 -1.29345 -1.57015
C 1.56671 -2.24039 -0.99986
O 2.78773 -1.95402 -0.95700
O 1.05810 -3.19681 -0.31080
C 0.09520 -0.43148 -0.53977
O 0.66491 -0.39454 0.58792
C -1.04234 0.39107 -0.86586
C -1.70473 1.11809 0.13087
C -2.83411 1.81408 -0.16487
F -3.47209 2.45179 0.83768
C -3.37177 1.86165 -1.47288
C -2.68431 1.17796 -2.46287
C -1.53381 0.42354 -2.18088
N -4.53697 2.58059 -1.79049
C -5.47582 2.06916 -2.77676
C -5.81277 3.19318 -3.75715
N -5.78569 4.49640 -2.99183
C -6.25573 4.29385 -1.58094
C -5.19464 3.47502 -0.83544
H -2.61088 -0.93985 -6.05386
H -3.20159 -1.05383 -4.38704
H -1.96226 -2.16257 -4.96292
H -1.52112 0.87434 -4.76967
H -0.31861 -0.32372 -5.15868
H 0.46919 -1.78597 -3.64346
H -1.32288 1.10520 1.14494
H -3.04222 1.22964 -3.47918
H -6.38416 1.71085 -2.28044
H -5.06926 1.22385 -3.32130
H -6.80237 3.07284 -4.19370
H -5.07771 3.27853 -4.55469
H -6.33541 5.20982 -3.47080
H -4.81971 4.82684 -2.95729
H -7.21788 3.79012 -1.63908
H -6.40162 5.26378 -1.11202
H -5.68503 2.94843 -0.01273
H -4.45365 4.14640 -0.40754
*
```

Now the Löwdin charges, all in e:
1. Ru 1.43
2. C -0.04
3. N -0.29
4. C -0.06
5. C -0.21
6. C 0.00
7. C -0.06
8. C -0.06
9. C 0.00
10. C -0.20
11. N -0.05
12. C -0.21
13. C 0.01
14. C -0.06
15. C -0.07
16. C -0.03
17. C -0.24
18. N -0.28
19. C -0.04
20. C -0.06
21. H 0.11
22. H 0.08
23. H 0.08
24. H 0.10
25. H 0.08
26. H 0.09
27. H 0.12
28. H 0.11
29. H 0.11
30. H 0.09
31. H 0.09
32. H 0.11
33. H 0.11
34. H 0.12
35. H 0.11
36. H 0.09
37. H 0.09
38. H 0.09
39. H 0.10
40. H 0.08
41. C -0.05
42. C -0.18
43. N -0.03
44. C 0.06
45. C -0.03
46. C -0.63
47. O 0.02
48. O -0.08
49. C -0.25
50. O -0.04
51. C -0.04
52. C 0.10
53. C -0.18
54. F 0.07
55. C -0.12
56. C 0.06
57. C -0.11
58. N -0.08
59. C -0.12
60. C -0.06
61. N 0.07
62. C -0.07
63. C -0.12
64. H 0.09
65. H 0.07
66. H 0.09
67. H 0.12
68. H 0.13
69. H 0.16
70. H 0.13
71. H 0.10
72. H 0.14
73. H 0.12
74. H 0.14
75. H 0.14
76. H 0.19
77. H 0.19
78. H 0.14
79. H 0.14
80. H 0.14
81. H 0.14

Entry 3:
C32H38N5Si2V | wB97M-V/def2-TZVPD

Summary:
HOMO (alpha / beta) = -9.631 / -10.266 eV
Relative energy (zero: lowest compared OMol25 entry of this formula, charge and spin) = 123.0 kJ/mol
Maximum force = 0.9 eV Å⁻¹
HOMO-LUMO gap (alpha / beta) = 6.63 / 6.97 eV
Energy = -3038.91113 Eh

The geometry in ORCA input format:
```
! wB97M-V def2-TZVPD RIJCOSX def2/J DEFGRID3
* xyz 1 4
V -0.78272 0.47060 0.01728
C -0.49337 5.15555 0.85227
C -0.12086 5.10663 2.18566
C -0.28517 3.91817 2.87623
C -0.80417 2.81834 2.20500
N -1.13649 2.84733 0.90495
C -0.98968 4.00343 0.26302
C -1.05392 1.52795 2.89283
C -1.15639 1.38393 4.26978
C -1.51597 0.15053 4.78724
C -1.84880 -0.88027 3.92219
C -1.75153 -0.64673 2.55653
N -1.27821 0.50146 2.07052
C -2.25006 -1.59566 1.52783
C -2.94995 -2.75023 1.85334
C -3.51144 -3.50572 0.83855
C -3.38465 -3.06845 -0.46839
C -2.67595 -1.90632 -0.71315
N -2.10079 -1.18949 0.25410
H -0.40728 6.05965 0.26787
H 0.28825 5.97728 2.67940
H 0.01072 3.84292 3.91180
H -1.30495 4.01291 -0.77241
H -0.98671 2.22575 4.92395
H -1.58338 0.00746 5.85681
H -2.18703 -1.83035 4.30384
H -3.05882 -3.05864 2.88135
H -4.05129 -4.41278 1.07128
H -3.82320 -3.60801 -1.29468
H -2.54585 -1.52663 -1.71479
C 2.51684 1.63464 1.72757
Si 2.38729 -0.21972 1.40082
C 1.78394 -1.08778 2.96586
C 4.17409 -0.78025 1.18922
C 1.27627 -0.52198 -0.08254
C 1.60790 0.50634 -1.10246
C 2.78407 0.59745 -1.87065
C 2.95384 1.64506 -2.74507
C 1.95010 2.60564 -2.87937
C 0.81546 2.45553 -2.11834
N 0.65392 1.44707 -1.25409
Si 1.35587 -2.27101 -0.72842
C 3.04208 -2.95881 -1.23424
C 0.36901 -2.46046 -2.32764
C 0.72073 -3.46363 0.58182
H 3.24718 1.81362 2.51998
H 1.58161 2.09587 2.03372
H 2.86874 2.17040 0.84242
H 2.06851 -0.50797 3.84628
H 2.24893 -2.06920 3.06875
H 0.70602 -1.23832 2.99628
H 4.72937 -0.43413 2.06511
H 4.66530 -0.35314 0.31432
H 4.28706 -1.86261 1.14320
H 3.54897 -0.15389 -1.74636
H 3.86157 1.72178 -3.32996
H 2.04562 3.43201 -3.56793
H -0.02323 3.13205 -2.21617
H 3.58518 -2.30583 -1.91841
H 2.86349 -3.89204 -1.77461
H 3.70586 -3.19085 -0.40213
H 0.92342 -2.00835 -3.15380
H -0.63207 -2.03832 -2.34120
H 0.28519 -3.52600 -2.55704
H 1.47096 -3.62689 1.35690
H 0.50436 -4.43641 0.13669
H -0.18566 -3.11483 1.07801
C -2.87460 -0.04228 -5.16009
C -1.51424 -0.04044 -4.90713
C -1.07052 0.35904 -3.65454
N -1.88833 0.74106 -2.67351
C -3.19904 0.73739 -2.93462
C -3.73820 0.35852 -4.15082
H -3.25631 -0.34681 -6.12526
H -0.80069 -0.34523 -5.65953
H -0.01138 0.36908 -3.43197
H -3.84713 1.05984 -2.12715
H -4.80766 0.38421 -4.30213
*
```

Now the Löwdin charges, all in e:
1. V 0.85
2. C -0.03
3. C -0.03
4. C -0.01
5. C -0.23
6. N 0.09
7. C -0.12
8. C -0.19
9. C 0.02
10. C -0.01
11. C 0.01
12. C -0.20
13. N 0.06
14. C -0.21
15. C 0.01
16. C -0.03
17. C -0.02
18. C -0.11
19. N 0.03
20. H 0.11
21. H 0.12
22. H 0.12
23. H 0.11
24. H 0.12
25. H 0.12
26. H 0.12
27. H 0.11
28. H 0.12
29. H 0.12
30. H 0.09
31. C -0.15
32. Si 0.46
33. C -0.16
34. C -0.17
35. C -0.40
36. C -0.42
37. C -0.02
38. C -0.04
39. C -0.05
40. C -0.15
41. N -0.02
42. Si 0.45
43. C -0.17
44. C -0.16
45. C -0.15
46. H 0.04
47. H 0.00
48. H 0.04
49. H 0.04
50. H 0.03
51. H 0.00
52. H 0.04
53. H 0.03
54. H 0.02
55. H 0.09
56. H 0.12
57. H 0.11
58. H 0.10
59. H 0.02
60. H 0.04
61. H 0.02
62. H 0.03
63. H -0.01
64. H 0.04
65. H 0.03
66. H 0.04
67. H 0.01
68. C -0.05
69. C -0.04
70. C -0.15
71. N 0.04
72. C -0.16
73. C -0.05
74. H 0.11
75. H 0.11
76. H 0.09
77. H 0.11
78. H 0.11

- Among the records above, which one has the lowest energy?
  C32H38F3N3P2S2W

- Which formula does entry 2 have?
  C32H38FN6O3Ru

- Which of these has the highest maximum force?
  C32H38FN6O3Ru